[1]
66
Properties=species:S:1:pos:R:3 method="wB97M-V/def2-TZVPD" smiles="CC[C@H]1CC[C@H](C(=O)N[C@@H](CCSC)C(=O)NCCc2ccc(S(N)(=O)=O)cc2)CC1" orbital_gap_ev=8.6 de_lowest_ev=0.118 lumo_ev=0.2447 homo_ev=-8.320
C 5.889 -2.537 0.116
C 4.577 -3.309 0.203
C 3.347 -2.406 0.338
C 3.291 -1.708 1.698
C 2.064 -0.805 1.795
C 0.788 -1.629 1.605
C -0.472 -0.799 1.756
O -1.424 -1.182 2.428
N -0.495 0.392 1.132
C -1.414 1.442 1.536
C -0.742 2.801 1.336
C -1.475 3.907 2.080
S -0.701 5.535 1.834
C -1.156 5.831 0.101
C -2.765 1.384 0.801
O -3.218 2.337 0.193
N -3.404 0.212 0.937
C -4.675 -0.032 0.294
C -4.564 -0.964 -0.934
C -3.281 -0.694 -1.666
C -2.342 -1.705 -1.833
C -1.062 -1.409 -2.268
C -0.721 -0.090 -2.491
S 0.992 0.354 -2.509
N 1.079 1.602 -3.627
O 1.271 0.936 -1.217
O 1.809 -0.744 -2.937
C -1.667 0.913 -2.440
C -2.962 0.600 -2.071
C 0.838 -2.318 0.241
C 2.065 -3.218 0.141
H 6.092 -1.999 1.038
H 5.850 -1.819 -0.700
H 6.716 -3.219 -0.065
H 4.615 -3.998 1.051
H 4.467 -3.909 -0.704
H 3.385 -1.643 -0.447
H 4.187 -1.105 1.848
H 3.257 -2.462 2.490
H 2.132 -0.043 1.016
H 2.044 -0.305 2.766
H 0.735 -2.399 2.383
H 0.226 0.643 0.465
H -1.636 1.278 2.602
H 0.289 2.748 1.689
H -0.732 3.018 0.266
H -1.449 3.736 3.156
H -2.509 3.980 1.747
H -1.032 6.894 -0.082
H -2.192 5.541 -0.045
H -0.504 5.265 -0.558
H -2.960 -0.516 1.494
H -5.049 0.947 -0.014
H -5.371 -0.464 1.018
H -5.429 -0.793 -1.577
H -4.579 -2.005 -0.609
H -2.599 -2.723 -1.582
H -0.314 -2.175 -2.394
H 1.584 2.394 -3.264
H 1.471 1.287 -4.499
H -1.377 1.928 -2.658
H -3.702 1.382 -2.015
H 0.897 -1.555 -0.536
H -0.073 -2.903 0.090
H 2.082 -3.694 -0.841
H 2.010 -4.005 0.898

***

[2]
65
Properties=species:S:1:pos:R:3 method="wB97M-V/def2-TZVPD" charge=+2 multiplicity=5 orbital_gap_ev="8.2 / 5.5" de_lowest_ev=0.000 lumo_ev="-5.1434 / -8.5194" homo_ev="-13.352 / -13.976"
P -2.715 3.962 -1.457
P -1.585 2.757 -4.814
C -2.578 4.722 -3.126
C -2.924 3.878 -4.377
H -1.573 5.172 -3.206
H -3.286 5.567 -3.085
H -3.872 3.325 -4.286
H -2.989 4.519 -5.269
C -0.328 3.805 -5.616
H 0.647 3.302 -5.684
H -0.207 4.774 -5.107
H -0.701 3.989 -6.633
C -2.124 1.516 -5.988
H -1.998 1.941 -6.995
H -3.184 1.292 -5.809
H -1.520 0.601 -5.904
C -2.692 5.397 -0.363
H -2.654 5.096 0.694
H -3.622 5.956 -0.535
H -1.829 6.037 -0.599
C -4.379 3.270 -1.431
H -4.570 2.626 -2.303
H -5.071 4.127 -1.479
H -4.604 2.723 -0.505
Pd -1.943 0.368 0.465
C 0.305 0.631 -3.878
C 1.033 1.635 -3.350
C 0.636 2.915 -2.662
C 0.176 2.916 -1.208
C -1.328 2.927 -0.904
C -1.905 1.528 -1.200
C -1.831 1.136 -2.640
C -0.890 0.023 -3.130
C -1.978 0.423 2.484
H 0.668 0.058 -4.756
H 2.104 1.656 -3.632
H -0.101 3.489 -3.252
H 1.541 3.553 -2.716
H 0.594 2.036 -0.677
H 0.627 3.788 -0.704
H -1.406 3.122 0.185
H -2.946 1.370 -0.776
H -1.488 2.094 -3.164
H -2.853 0.908 -2.999
H -0.589 -0.647 -2.300
H -1.452 -0.609 -3.845
H -2.163 -0.617 2.821
H -2.761 1.135 2.794
H -0.957 0.751 2.742
O 1.232 0.833 1.016
C 0.993 -0.363 0.773
N -0.242 -0.819 0.396
S -0.444 -2.435 0.095
O -1.288 -3.093 1.057
O -0.660 -2.689 -1.310
C 1.274 -2.700 0.499
C 1.917 -3.940 0.515
C 3.257 -3.966 0.931
C 3.919 -2.777 1.288
C 3.263 -1.544 1.238
C 1.915 -1.523 0.843
H 1.374 -4.835 0.224
H 3.789 -4.919 1.001
H 4.955 -2.817 1.645
H 3.749 -0.603 1.522

***

[3]
65
Properties=species:S:1:pos:R:3 method="wB97M-V/def2-TZVPD" charge=+1 orbital_gap_ev=7.2 de_lowest_ev=0.000 lumo_ev=-3.1766 homo_ev=-10.405
Au 11.456 8.003 8.624
C 14.810 10.129 8.127
P 13.850 8.433 8.301
C 14.483 8.176 10.042
N 15.748 8.424 10.225
C 16.275 8.009 11.399
C 17.681 8.055 11.606
C 18.248 7.581 12.747
C 17.448 6.994 13.723
C 16.064 6.914 13.557
C 15.508 7.313 12.328
N 14.145 7.137 12.143
C 13.711 7.530 10.990
P 11.857 7.164 10.773
C 11.677 5.436 11.340
C 11.121 8.197 12.110
C 11.396 9.678 11.731
C 11.549 7.818 13.569
C 9.577 8.055 11.922
C 14.765 7.160 7.328
C 13.898 5.914 7.598
C 14.733 7.635 5.868
C 16.204 6.895 7.765
H 15.787 9.861 7.821
H 14.875 10.698 9.030
H 14.345 10.734 7.369
H 18.233 8.551 10.816
H 19.339 7.348 12.809
H 17.979 6.602 14.629
H 15.464 6.561 14.331
H 12.134 5.412 12.386
H 12.188 4.772 10.622
H 10.584 5.305 11.380
H 12.451 9.815 11.515
H 11.012 10.344 12.554
H 10.884 9.910 10.856
H 12.605 7.672 13.678
H 11.170 6.844 13.857
H 11.148 8.645 14.166
H 9.405 8.505 10.989
H 9.037 8.614 12.670
H 9.133 7.039 11.990
H 12.897 6.049 7.118
H 13.766 5.737 8.678
H 14.424 5.014 7.161
H 13.764 8.113 5.563
H 14.842 6.779 5.307
H 15.478 8.400 5.681
H 16.125 6.460 8.717
H 16.786 7.853 7.928
H 16.719 6.240 7.104
O 10.030 8.950 7.142
S 9.072 7.900 6.520
C 7.439 8.685 6.477
C 7.425 9.654 5.261
C 8.070 8.735 4.170
C 9.358 8.167 4.736
H 7.150 9.103 7.473
H 6.723 7.901 6.376
H 8.019 10.545 5.528
H 6.364 9.911 4.936
H 8.173 9.247 3.195
H 7.310 7.982 3.922
H 10.174 8.867 4.694
H 9.682 7.227 4.252